ORCA calculation (wB97M-V/def2-TZVPD) on a structure of composition C29H23FeNPS3.

Output
LUMO (spin up / spin down) in eV: -0.706 / 0.017
Orbital gap (spin up / spin down) in eV: 6.659 / 7.360
ΔE to the lowest compared entry with this formula, charge and spin in eV: 0.4503
Multiplicity: 2
Total charge: 0

Atoms and positions in Å:
Fe -1.404 0.003 -0.979
S -5.698 -0.692 -1.643
C -4.094 -0.412 -1.561
S -3.270 1.115 -1.622
S -2.841 -1.607 -1.353
C 3.295 -2.873 2.858
C 3.669 -1.601 2.444
C 2.896 -0.912 1.523
C 1.739 -1.495 1.011
C 1.367 -2.770 1.432
C 2.145 -3.459 2.351
P 0.735 -0.711 -0.276
C 0.889 1.101 0.004
C 0.962 2.022 -1.041
C 0.943 3.389 -0.776
C 0.866 3.847 0.528
C 0.793 2.935 1.577
C 0.790 1.580 1.317
C 1.581 -1.028 -1.831
C 2.852 -1.522 -1.961
C 3.398 -1.715 -3.245
C 2.659 -1.404 -4.351
C 1.340 -0.901 -4.241
C 0.568 -0.586 -5.383
C -0.707 -0.132 -5.225
C -1.269 0.026 -3.938
C -0.572 -0.245 -2.781
C 0.769 -0.722 -2.955
H 3.902 -3.407 3.578
H 4.567 -1.144 2.837
H 3.196 0.077 1.199
H 0.466 -3.225 1.036
H 1.850 -4.450 2.671
H 1.045 1.681 -2.064
H 1.001 4.089 -1.599
H 0.859 4.910 0.731
H 0.729 3.285 2.600
H 0.691 0.879 2.138
H 3.440 -1.766 -1.084
H 4.401 -2.109 -3.348
H 3.073 -1.548 -5.343
H 1.002 -0.718 -6.367
H -1.310 0.105 -6.093
H -2.292 0.369 -3.879
C -3.650 1.257 4.908
C -3.103 0.949 3.546
C -2.786 1.953 2.639
C -2.314 1.626 1.386
N -2.114 0.366 0.999
C -2.406 -0.607 1.863
C -2.900 -0.362 3.130
H -3.698 2.329 5.085
H -3.032 0.805 5.685
H -4.656 0.848 5.011
H -2.925 2.996 2.894
H -2.061 2.394 0.671
H -2.245 -1.616 1.507
H -3.131 -1.196 3.780

=====

ORCA calculation (wB97M-V/def2-TZVPD) on the molecule CH2N4O.

Output
LUMO in eV: 0.561
Orbital gap in eV: 10.313
SMILES: Nc1nnon1
ΔE to the lowest compared entry with this formula, charge and spin in eV: 3.3455
Total charge: 0

Atoms and positions in Å:
N -0.296 0.972 1.018
C -0.092 0.312 -0.125
N -0.109 0.359 -1.420
O 0.293 -0.949 -1.752
N 0.520 -1.675 -0.656
N 0.300 -0.954 0.321
H -0.617 1.943 1.057
H -0.001 -0.007 1.558

=====

ORCA calculation (wB97M-V/def2-TZVPD) on the molecule C5H6O3S2.

Output
LUMO in eV: 0.186
Orbital gap in eV: 8.148
ΔE to the lowest compared entry with this formula, charge and spin in eV: 2.9899
Total charge: 0

Atoms and positions in Å:
C -0.629 -0.893 -1.556
C 0.005 0.074 -0.667
C -0.868 -2.059 -0.864
C 0.384 -0.757 0.444
C 1.101 -0.523 1.561
O -0.272 -1.942 0.381
O -0.956 2.210 0.985
O 1.806 0.556 1.872
S -1.508 1.220 -0.032
S 1.935 1.873 0.840
H -0.790 -0.712 -2.528
H 0.626 0.716 -1.227
H -1.207 -3.048 -1.296
H 1.079 -1.262 2.353
H -1.375 2.035 -1.210
H 0.669 2.512 0.945

=====

ORCA calculation (wB97M-V/def2-TZVPD) on a cluster of 6 separate species, C19H44F6N6O13S6 in total.

Output
LUMO in eV: -0.867
Orbital gap in eV: 7.399
Total charge: 0

Atoms and positions in Å:
C -2.335 -2.887 0.129
C -1.282 -3.682 0.950
O -1.640 -4.524 1.763
N 0.186 -3.394 0.637
H 0.458 -3.543 -0.325
H 0.195 -2.386 0.702
C 1.228 -3.848 1.671
H -3.336 -3.132 0.485
H -2.490 -3.217 -0.898
H -2.351 -1.807 0.274
H 2.158 -3.359 1.379
H 1.492 -4.904 1.617
H 0.876 -3.659 2.685
C 3.323 4.992 1.822
C 2.174 5.252 2.862
C 0.947 4.300 2.885
N -0.484 4.901 2.685
C -0.883 5.557 4.025
C -1.490 3.801 2.264
C -2.613 4.358 1.427
C -2.047 5.716 0.953
C -0.582 5.831 1.501
H 3.976 4.182 2.147
H 3.881 5.909 1.635
H 2.766 4.608 0.967
H 1.866 6.286 3.020
H 2.624 4.974 3.815
H 0.848 3.676 3.773
H 1.087 3.507 2.152
H -1.861 6.039 4.021
H -0.138 6.353 4.026
H -0.930 4.960 4.936
H -1.778 3.262 3.166
H -0.929 2.949 1.880
H -3.481 4.607 2.038
H -2.838 3.666 0.615
H -2.583 6.577 1.354
H -1.945 5.915 -0.113
H -0.341 6.851 1.800
H 0.035 5.506 0.663
C -2.812 -4.834 -6.950
C -1.933 -4.224 -5.853
C -1.973 -2.598 -5.820
N -0.758 -2.014 -5.011
C 0.535 -2.378 -5.627
C -1.022 -0.449 -4.993
C -0.948 0.051 -3.530
C -0.154 -1.066 -2.795
C -0.816 -2.335 -3.468
H -3.603 -4.201 -7.352
H -3.459 -5.576 -6.481
H -2.300 -5.195 -7.842
H -0.937 -4.616 -6.057
H -2.324 -4.422 -4.855
H -2.934 -2.288 -5.408
H -1.961 -2.242 -6.850
H 0.627 -3.429 -5.350
H 1.311 -1.858 -5.065
H 0.447 -2.113 -6.680
H -0.285 0.017 -5.646
H -2.038 -0.294 -5.355
H -0.430 1.009 -3.566
H -1.946 -0.065 -3.106
H 0.922 -0.909 -2.721
H -0.423 -1.130 -1.740
H -0.232 -3.234 -3.268
H -1.877 -2.355 -3.219
N 0.845 1.960 7.775
S 2.376 1.565 8.289
O 3.341 2.669 8.317
O 2.791 0.222 8.003
F 1.982 1.450 9.878
S 1.087 1.823 6.325
O 0.973 0.439 5.855
O 2.104 2.700 5.727
F -0.216 2.497 5.789
N 1.526 -4.215 -1.687
S 3.134 -4.004 -2.261
O 3.252 -3.428 -3.621
O 4.252 -4.779 -1.776
F 3.349 -2.689 -1.452
S 1.425 -5.621 -2.118
O 1.962 -6.673 -1.279
O 1.439 -5.877 -3.537
F -0.095 -5.754 -1.776
N 0.429 -0.820 1.186
S -0.654 0.099 2.211
O -1.853 0.501 1.509
O -0.075 0.850 3.308
F -1.276 -1.164 2.978
S 1.498 0.113 1.088
O 2.552 -0.083 2.090
O 1.221 1.447 0.572
F 2.194 -0.674 -0.170

=====

ORCA calculation (wB97M-V/def2-TZVPD) on a structure of composition C3H16HgO6.

Output
LUMO (spin up / spin down) in eV: 3.251 / 3.069
Orbital gap (spin up / spin down) in eV: 3.610 / 6.872
Multiplicity: 2
Total charge: -1

Atoms and positions in Å:
Hg -0.408 0.513 -0.341
C 2.694 -2.716 1.238
C 1.265 -2.397 0.953
O 0.897 -1.475 -0.057
H 2.995 -3.723 1.525
H 3.055 -2.178 2.115
H 3.388 -2.586 0.407
H 0.819 -1.918 1.825
H 0.825 -3.390 0.865
C -1.529 2.642 2.337
O -0.676 1.788 1.601
H -1.589 3.609 1.839
H -2.553 2.326 2.539
H -1.093 2.732 3.332
O -1.436 2.231 -1.624
H -1.468 2.300 -2.578
H -1.420 3.138 -1.319
O 1.524 1.579 -1.391
H 1.706 1.812 -2.302
H 2.341 1.766 -0.929
O -0.750 -0.436 -2.825
H -0.153 -1.185 -2.820
H -1.222 -0.511 -3.655
O -2.130 -1.029 -0.254
H -2.006 -1.968 -0.119
H -3.075 -0.924 -0.363

=====

Q: Which formula does entry 4 have?
A: C19H44F6N6O13S6